17
Properties=species:S:1:pos:R:3 method="wB97M-V/def2-TZVPD" energy_ha=-421.820069 gap_ev=9.875 homo_ev=-9.50 relative_energy_kcal_mol=121.1 largest_force_ev_per_a=6.31 molar_mass_g_mol=124.1
C -1.325 -0.117 0.109
C -0.567 -0.623 1.225
C 0.634 -0.214 0.144
C -0.405 -0.755 -0.988
C 2.168 -0.676 0.028
C 0.410 1.304 0.059
C -0.949 1.407 0.127
H -2.745 0.454 -0.895
H -0.601 -1.713 1.408
H -0.341 -0.006 2.184
H -0.215 -1.752 -0.909
H -0.459 -0.092 -2.022
H 2.464 -1.699 0.114
H 1.196 2.117 -0.270
H -1.704 2.158 0.125
O -2.725 -0.411 -0.274
O 3.050 0.233 -0.221

---

3
Properties=species:S:1:pos:R:3 method="wB97M-V/def2-TZVPD" energy_ha=-1037.186478 gap_ev="7.327 / 5.364" homo_ev="-9.48 / -8.22" relative_energy_kcal_mol=41.1 largest_force_ev_per_a=1.18 molar_mass_g_mol=189.9
P 0.812 0.762 0.000
S 1.993 -0.722 0.000
I -2.805 -0.040 0.000

---

60
Properties=species:S:1:pos:R:3 method="wB97M-V/def2-TZVPD" energy_ha=-11031.219265 gap_ev=6.277 homo_ev=-7.13 relative_energy_kcal_mol=68.4 largest_force_ev_per_a=1.96 molar_mass_g_mol=899.3
Ta 0.292 -0.569 0.887
C -1.765 1.552 -2.976
N -1.041 2.034 -1.809
C 0.364 2.295 -2.111
C 1.092 1.170 -2.853
C 1.073 -0.256 -2.283
N 1.694 -0.400 -0.940
C 2.893 -0.861 -0.908
C 3.739 -1.036 0.293
C 5.120 -0.970 0.148
C 5.958 -1.069 1.249
C 5.395 -1.241 2.510
C 4.016 -1.323 2.665
C 3.198 -1.238 1.557
O 1.861 -1.301 1.691
C -1.732 3.210 -1.271
C -1.206 3.764 0.052
C -1.558 2.988 1.354
N -1.717 1.543 1.130
C -2.919 1.197 0.911
C -3.380 -0.039 0.252
C -4.741 -0.302 0.139
C -5.199 -1.352 -0.637
C -4.279 -2.120 -1.348
C -2.920 -1.859 -1.260
C -2.484 -0.836 -0.438
O -1.176 -0.576 -0.257
H -1.749 2.277 -3.811
H -2.807 1.367 -2.708
H -1.351 0.609 -3.337
H 0.888 2.489 -1.179
H 0.465 3.209 -2.726
H 2.138 1.486 -2.933
H 0.720 1.099 -3.879
H 1.607 -0.904 -2.977
H 0.052 -0.626 -2.226
H 3.398 -1.023 -1.858
H 5.538 -0.843 -0.848
H 7.032 -1.014 1.128
H 6.033 -1.318 3.383
H 3.559 -1.475 3.635
H -2.786 2.935 -1.159
H -1.708 4.028 -2.012
H -1.634 4.764 0.156
H -0.136 3.907 -0.016
H -2.497 3.392 1.739
H -0.788 3.163 2.098
H -3.712 1.931 1.086
H -5.444 0.341 0.666
H -6.259 -1.561 -0.707
H -4.623 -2.932 -1.978
H -2.201 -2.446 -1.807
Se -1.143 -1.577 2.729
Se -0.160 -3.633 2.143
Se 0.234 -3.141 -0.185
Se 2.241 -3.870 -0.871
F 0.927 1.119 2.815
C 1.466 1.193 1.507
F 1.229 2.486 1.070
H 2.539 1.132 1.603

---

12
Properties=species:S:1:pos:R:3 method="wB97M-V/def2-TZVPD" energy_ha=-360.571487 gap_ev=9.600 homo_ev=-9.09 relative_energy_kcal_mol=61.5 largest_force_ev_per_a=4.56 smiles=Cc1oncc1O molar_mass_g_mol=99.1
C -1.738 -0.165 -0.002
C -0.211 -0.278 -0.003
C 1.892 -0.404 0.057
C 0.852 0.519 0.024
H -2.052 0.880 -0.200
H -2.056 -0.920 -0.870
H -2.203 -0.403 0.956
H 2.904 -0.220 0.173
H 0.077 2.248 0.082
N 1.454 -1.597 -0.102
O 0.147 -1.528 -0.015
O 0.934 1.869 -0.099